Formula: C36H30BrCdN8O3S
Source: the OMol25 dataset
Level of theory: ωB97M-V/def2-TZVPD

Properties
DFT total energy	-5193.41852	Eh
total charge	+1
Kohn-Sham gap	6.6	eV

Atoms and positions in Å:
Cd (-0.05, 0.65, -0.18)
C (3.82, 3.01, 1.16)
O (2.91, 2.95, 2.26)
C (1.85, 2.26, 1.85)
N (1.85, 1.81, 0.66)
C (3.14, 2.13, 0.07)
C (3.96, 0.89, -0.18)
C (3.93, -0.15, 0.74)
C (4.78, -1.23, 0.61)
C (5.68, -1.28, -0.44)
C (5.71, -0.25, -1.37)
C (4.86, 0.83, -1.24)
C (0.76, 2.06, 2.80)
C (0.77, 2.72, 4.02)
C (-0.27, 2.50, 4.90)
C (-1.26, 1.61, 4.53)
C (-1.21, 1.01, 3.26)
N (-0.22, 1.23, 2.41)
C (-2.34, 0.20, 2.83)
N (-2.68, 0.00, 1.63)
C (-4.03, -0.54, 1.66)
C (-4.24, -0.88, 3.16)
O (-3.17, -0.22, 3.81)
C (-4.37, -1.72, 0.79)
C (-3.53, -2.83, 0.69)
C (-3.91, -3.91, -0.07)
C (-5.13, -3.91, -0.73)
C (-5.97, -2.81, -0.63)
C (-5.59, -1.73, 0.14)
H (4.78, 2.61, 1.48)
H (3.93, 4.06, 0.86)
H (2.97, 2.70, -0.85)
H (3.24, -0.11, 1.58)
H (4.76, -2.02, 1.34)
H (6.36, -2.11, -0.53)
H (6.42, -0.28, -2.18)
H (4.92, 1.63, -1.96)
H (1.57, 3.40, 4.25)
H (-0.31, 3.00, 5.86)
H (-2.09, 1.38, 5.18)
H (-4.68, 0.29, 1.35)
H (-4.15, -1.96, 3.33)
H (-5.19, -0.53, 3.57)
H (-2.57, -2.82, 1.19)
H (-3.25, -4.76, -0.16)
H (-5.42, -4.75, -1.34)
H (-6.91, -2.79, -1.15)
H (-6.24, -0.87, 0.23)
C (2.88, -4.28, -0.67)
C (1.64, -3.50, -0.97)
C (0.73, -3.92, -1.95)
C (-0.41, -3.18, -2.18)
C (-0.61, -2.05, -1.41)
Br (-2.20, -1.05, -1.56)
N (0.25, -1.61, -0.49)
C (1.35, -2.33, -0.29)
H (2.84, -5.27, -1.12)
H (3.00, -4.39, 0.41)
H (3.76, -3.76, -1.05)
H (0.92, -4.81, -2.52)
H (-1.12, -3.44, -2.95)
H (2.03, -1.94, 0.47)
N (1.99, 2.45, -2.96)
C (1.02, 1.47, -2.93)
O (1.12, 0.55, -2.05)
C (-0.03, 1.56, -3.86)
C (-0.27, 2.76, -4.54)
N (-0.47, 3.79, -5.00)
C (-0.79, 0.43, -4.13)
N (-1.35, -0.55, -4.36)
H (2.91, 2.10, -2.73)
H (1.98, 3.05, -3.77)
S (-2.98, 3.81, -2.19)
C (-2.16, 4.51, -0.87)
C (-1.33, 3.61, -0.29)
N (-1.34, 2.38, -0.86)
C (-2.16, 2.35, -1.88)
H (-2.33, 5.53, -0.59)
H (-0.69, 3.80, 0.56)
H (-2.35, 1.48, -2.49)